21
Properties=species:S:1:pos:R:3:forces:R:3 method="wB97M-V/def2-TZVPD" e_above_lowest_ev=2.129 total_energy_ha=-419.79477 homo_lumo_gap_ev=7.537 total_charge=+2
C 1.057 2.103 -0.534 -2.7 2.1 2.0
C 1.504 0.911 -1.137 -1.3 -4.0 0.1
C -0.524 0.454 0.017 -1.1 1.0 3.0
C -0.712 -1.630 1.667 -1.8 2.5 -3.0
C 0.570 -1.278 -1.605 2.3 -2.8 -2.0
C -0.454 -0.127 1.545 3.7 2.5 1.7
N -0.088 1.923 0.107 1.7 -2.0 -1.1
N 0.621 -0.081 -0.934 -0.7 5.4 2.3
O -1.930 0.428 -0.124 2.2 0.0 -3.1
H 1.516 3.083 -0.632 0.2 -0.1 0.3
H 2.451 0.701 -1.639 -0.3 0.3 -0.1
H -1.697 -1.664 1.147 0.6 -1.1 0.3
H -0.855 -1.930 2.648 0.0 -0.5 1.9
H 0.066 -2.157 1.148 0.2 -0.5 0.0
H 1.145 -1.020 -2.516 -0.4 -1.1 0.1
H 1.014 -2.237 -1.176 -0.3 1.5 0.2
H -0.422 -1.526 -1.846 -1.5 -0.2 -0.4
H 0.643 0.119 1.952 -2.0 -0.5 -1.0
H -1.086 0.654 2.161 0.7 -2.0 -1.3
H -0.636 2.507 0.780 0.7 0.0 -0.9
H -2.186 0.767 -1.031 -0.1 -0.4 1.1